C5H8NO | ωB97M-V/def2-TZVPD

Kohn-Sham gap = 0.411 hartree
strongest force on any atom = 3.569 eV/Å
E_tot = -324.9237 Ha
energy above the lowest of the compared OMol25 structures with the same formula, charge and spin = 72.33 kcal/mol
LUMO = -0.1324 Eh
highest occupied orbital energy = -14.773 eV

```
! wB97M-V def2-TZVPD RIJCOSX def2/J DEFGRID3
* xyz 1 1
C 2.685 -0.018 0.109
C 1.613 -0.134 0.695
C 0.058 -0.330 0.821
C -0.618 -1.352 -0.237
O -1.215 -0.437 -1.216
C -0.787 0.897 -0.948
N -0.714 0.926 0.557
H 3.741 0.065 -0.238
H -0.082 -0.854 1.809
H 0.275 -1.962 -0.558
H -1.465 -1.993 0.150
H -1.436 1.768 -1.248
H 0.164 0.996 -1.548
H -1.664 0.658 0.858
H -0.338 1.795 0.964
*
```

Atom charges from the Mulliken analysis, given in e for atoms 1 to 8: atom 1 (C): 0.1580, atom 2 (C): -0.7667, atom 3 (C): 0.0336, atom 4 (C): -0.4669, atom 5 (O): -0.3487, atom 6 (C): -0.2481, atom 7 (N): -0.1481, atom 8 (H): 0.4012



C5H8NO | ωB97M-V/def2-TZVPD

Kohn-Sham gap (spin up / spin down) = 0.261 / 0.293 hartree
strongest force on any atom = 4.902 eV/Å
E_tot = -324.7757 Ha
energy above the lowest of the compared OMol25 structures with the same formula, charge and spin = 165.17 kcal/mol
LUMO (spin up / spin down) = -0.2349 / -0.2204 Eh
highest occupied orbital energy (spin up / spin down) = -13.503 / -13.971 eV

```
! wB97M-V def2-TZVPD RIJCOSX def2/J DEFGRID3
* xyz 1 1
C -2.982 0.059 -0.243
C -1.363 1.295 0.776
C 0.872 -0.041 -0.173
C 0.810 -1.250 0.550
C 1.981 0.225 -0.898
N -3.744 -0.348 -1.014
O -2.076 0.235 0.666
H -0.833 1.443 1.655
H -1.311 2.187 0.021
H 1.660 -1.895 0.310
H -0.172 -1.694 0.479
H 0.737 -0.991 1.572
H 2.754 -0.491 -0.762
H 2.099 1.305 -1.057
H 1.568 -0.040 -1.882
*
```

Atom charges from the Mulliken analysis, given in e for atoms 1 to 8: atom 1 (C): 0.5076, atom 2 (C): -0.2127, atom 3 (C): 0.3804, atom 4 (C): -1.0446, atom 5 (C): -1.0318, atom 6 (N): -0.2796, atom 7 (O): -0.2212, atom 8 (H): 0.4086



C5H8NO | ωB97M-V/def2-TZVPD

Kohn-Sham gap = 0.365 hartree
strongest force on any atom = 3.090 eV/Å
E_tot = -324.9265 Ha
energy above the lowest of the compared OMol25 structures with the same formula, charge and spin = 70.56 kcal/mol
LUMO = -0.1484 Eh
highest occupied orbital energy = -13.981 eV

```
! wB97M-V def2-TZVPD RIJCOSX def2/J DEFGRID3
* xyz 1 1
C -0.195 1.010 -0.855
C -2.503 -0.244 1.507
C -1.176 -0.135 1.349
C -0.248 -1.379 1.069
C 2.013 0.842 -2.011
N 0.792 0.943 -1.412
O -3.605 -0.052 1.600
H -0.852 0.740 0.152
H -0.795 0.655 2.079
H -0.274 -1.788 2.093
H 0.689 -1.223 0.548
H -0.780 -1.899 0.290
H 2.177 1.874 -2.465
H 2.054 0.019 -2.686
H 2.704 0.638 -1.258
*
```

Atom charges from the Mulliken analysis, given in e for atoms 1 to 8: atom 1 (C): 0.2477, atom 2 (C): 0.6904, atom 3 (C): -0.5611, atom 4 (C): -0.9977, atom 5 (C): -0.6970, atom 6 (N): 0.0455, atom 7 (O): -0.1808, atom 8 (H): 0.0736



C5H8NO | ωB97M-V/def2-TZVPD

Kohn-Sham gap (spin up / spin down) = 0.325 / 0.372 hartree
strongest force on any atom = 5.393 eV/Å
E_tot = -324.8574 Ha
energy above the lowest of the compared OMol25 structures with the same formula, charge and spin = 16.93 kcal/mol
LUMO (spin up / spin down) = -0.1491 / -0.2380 Eh
highest occupied orbital energy (spin up / spin down) = -12.903 / -16.606 eV

```
! wB97M-V def2-TZVPD RIJCOSX def2/J DEFGRID3
* xyz 1 3
C 0.982 1.515 -0.022
C -0.892 -0.367 -0.472
C 0.438 -0.743 0.302
C -1.231 1.076 0.067
C 2.730 0.019 -0.226
N 1.446 0.241 0.022
O -0.180 1.945 0.078
H 1.667 2.249 -0.047
H -0.636 -0.074 -1.493
H -1.579 -1.193 -0.291
H 0.163 -0.629 1.364
H 0.797 -1.745 -0.047
H -1.963 1.523 -0.497
H -1.605 1.071 1.129
H 2.861 -1.043 -0.265
*
```

Atom charges from the Mulliken analysis, given in e for atoms 1 to 8: atom 1 (C): -0.1187, atom 2 (C): -0.5821, atom 3 (C): -0.4660, atom 4 (C): -0.5231, atom 5 (C): -0.0355, atom 6 (N): 0.0499, atom 7 (O): -0.2705, atom 8 (H): 0.5227



C5H8NO2S3 | ωB97M-V/def2-TZVPD

Kohn-Sham gap = 0.308 hartree
strongest force on any atom = 3.014 eV/Å
E_tot = -1594.7073 Ha
energy above the lowest of the compared OMol25 structures with the same formula, charge and spin = 76.54 kcal/mol
LUMO = -0.1685 Eh
highest occupied orbital energy = -12.963 eV

```
! wB97M-V def2-TZVPD RIJCOSX def2/J DEFGRID3
* xyz 1 1
C -3.961 0.068 -0.583
C -3.496 1.271 -0.909
C -1.117 0.977 0.335
C 0.990 -0.477 1.476
C 2.903 0.711 0.964
N 2.215 -0.580 1.048
O 0.206 -1.518 1.663
O 0.097 0.661 0.401
S -2.965 -1.042 0.394
S -1.727 1.565 -1.142
S 0.289 -0.504 3.121
H -4.982 -0.150 -0.847
H -4.060 2.034 -1.575
H -1.781 0.913 1.143
H 2.437 1.403 1.658
H 3.916 0.615 1.155
H 2.713 1.076 -0.069
H 2.542 -1.452 0.645
H -3.451 -1.999 -0.436
*
```

Atom charges from the Mulliken analysis, given in e for atoms 1 to 8: atom 1 (C): -0.2570, atom 2 (C): -0.2846, atom 3 (C): -0.3393, atom 4 (C): 0.5959, atom 5 (C): -0.7404, atom 6 (N): -0.0809, atom 7 (O): -0.3899, atom 8 (O): -0.3864



C5H8NO3S | ωB97M-V/def2-TZVPD

Kohn-Sham gap = 0.248 hartree
strongest force on any atom = 3.324 eV/Å
E_tot = -873.8673 Ha
energy above the lowest of the compared OMol25 structures with the same formula, charge and spin = 87.78 kcal/mol
LUMO = 0.1353 Eh
highest occupied orbital energy = -3.066 eV

```
! wB97M-V def2-TZVPD RIJCOSX def2/J DEFGRID3
* xyz -1 1
C -2.528 -0.799 -0.076
C -1.334 1.756 -0.462
C -1.104 1.357 0.938
C -1.942 0.490 0.080
C 3.269 -1.048 -0.459
N 0.480 -0.696 -0.527
O -3.341 0.215 0.140
O -2.554 -1.964 -0.237
O 1.558 -0.474 1.661
S 1.508 -1.368 0.471
H -2.216 2.485 -0.630
H -0.600 1.843 -1.257
H -0.231 0.841 1.270
H -1.425 2.022 1.759
H 4.157 -1.570 -0.026
H 3.242 -0.025 -0.267
H 3.069 -1.497 -1.447
H -0.007 -1.570 -0.931
*
```

Atom charges from the Mulliken analysis, given in e for atoms 1 to 8: atom 1 (C): 0.5501, atom 2 (C): -0.5415, atom 3 (C): -0.5023, atom 4 (C): 0.6960, atom 5 (C): -0.9511, atom 6 (N): -0.5771, atom 7 (O): -0.5098, atom 8 (O): -0.5343



C5H8NO5P | ωB97M-V/def2-TZVPD

Kohn-Sham gap = 0.274 hartree
strongest force on any atom = 5.262 eV/Å
E_tot = -967.7264 Ha
energy above the lowest of the compared OMol25 structures with the same formula, charge and spin = 31.72 kcal/mol
LUMO = 0.2307 Eh
highest occupied orbital energy = -1.177 eV

```
! wB97M-V def2-TZVPD RIJCOSX def2/J DEFGRID3
* xyz -2 1
C -1.526 -1.014 -2.036
C 0.866 0.623 0.281
C -0.512 0.989 0.900
C -1.117 -0.738 -0.505
C 0.804 -0.611 -0.523
N -1.519 0.560 -0.053
O -1.820 -0.035 -2.720
O 0.432 -3.442 -0.200
O 2.710 -2.461 0.192
O -1.571 -2.202 -2.422
O 0.945 -2.100 1.892
P 1.290 -2.135 0.437
H 1.047 1.436 -0.432
H 1.649 0.548 1.025
H -0.851 0.352 1.847
H -0.617 2.060 1.174
H -1.317 -1.680 0.187
H 1.149 -0.592 -1.533
H -0.389 -3.217 -0.783
H -1.715 1.189 -0.767
*
```

Atom charges from the Mulliken analysis, given in e for atoms 1 to 8: atom 1 (C): 0.4934, atom 2 (C): -0.8867, atom 3 (C): -0.6636, atom 4 (C): -0.3658, atom 5 (C): -0.1587, atom 6 (N): -0.5357, atom 7 (O): -0.7530, atom 8 (O): -0.6118



C5H8NP | ωB97M-V/def2-TZVPD

Kohn-Sham gap = 0.335 hartree
strongest force on any atom = 4.139 eV/Å
E_tot = -591.2382 Ha
energy above the lowest of the compared OMol25 structures with the same formula, charge and spin = 103.12 kcal/mol
LUMO = -0.0272 Eh
highest occupied orbital energy = -9.861 eV

```
! wB97M-V def2-TZVPD RIJCOSX def2/J DEFGRID3
* xyz 0 1
C -3.048 -2.466 -0.607
C -1.477 -1.214 0.377
C -2.007 -0.993 1.726
C 1.676 0.204 -1.735
C 0.737 -0.086 -0.563
N -3.802 -3.307 -0.789
P -0.660 -1.209 -1.056
H -1.744 -0.048 2.238
H -3.126 -1.160 1.669
H -1.563 -1.762 2.546
H 2.287 -0.625 -1.812
H 1.168 0.268 -2.721
H 2.374 0.972 -1.688
H 0.199 0.863 -0.192
H 1.279 -0.578 0.228
*
```

Atom charges from the Mulliken analysis, given in e for atoms 1 to 8: atom 1 (C): -0.1085, atom 2 (C): 0.5053, atom 3 (C): -0.8136, atom 4 (C): -1.2740, atom 5 (C): -0.4484, atom 6 (N): -0.4470, atom 7 (P): -0.0627, atom 8 (H): 0.3254